Entry 1:
The following is a DFT calculation (the ωB97M-V functional and the def2-TZVPD basis) of an isolated molecule of ClH3N3P3 in a non-equilibrium geometry.

```
! wB97M-V def2-TZVPD RIJCOSX def2/J DEFGRID3
* xyz 0 1
N 1.877 0.133 -0.722
N 0.192 -0.420 1.614
N -0.805 0.432 -0.620
P 1.737 -0.035 1.204
P -1.309 0.017 0.896
P 0.619 -0.379 -1.581
Cl 0.425 0.860 -3.084
H 0.005 -0.532 2.545
H -1.157 1.294 -0.827
H -1.584 -1.369 0.573
*
```

## Properties
LUMO level (alpha / beta) = -1.21 / -1.21 eV
SMILES = Clp1np[nH][pH][nH]1
Energy relative to the best compared isomer or geometry (same formula, charge and spin) = 188.0 kJ/mol

Entry 2:
The following is a DFT calculation (the ωB97M-V functional and the def2-TZVPD basis) of a structure of composition C19H48Cl10O12 in a non-equilibrium geometry.

```
! wB97M-V def2-TZVPD RIJCOSX def2/J DEFGRID3
* xyz -1 2
C 0.855 2.110 -4.703
Cl 0.135 1.532 -3.217
Cl -0.129 1.667 -6.082
Cl 1.162 3.876 -4.717
Cl 2.393 1.227 -5.075
C -0.813 -0.061 0.668
C 0.509 -0.578 0.070
O 0.524 -1.957 -0.084
O -0.600 1.179 1.364
H -1.241 -0.773 1.374
H -1.639 -0.045 -0.043
H 1.382 -0.248 0.632
H 0.702 -0.109 -0.895
H 1.249 -2.114 -0.693
H 0.016 0.950 2.064
C -2.025 -4.330 0.151
C -3.253 -4.930 -0.557
O -2.962 -5.958 -1.480
O -2.257 -3.393 1.209
H -1.458 -3.774 -0.596
H -1.352 -5.108 0.510
H -3.861 -4.127 -0.972
H -3.834 -5.338 0.270
H -2.923 -5.533 -2.340
H -1.531 -2.767 1.152
C -0.853 3.767 -0.791
C -1.516 5.040 -1.224
O -2.561 5.304 -0.307
O -1.775 2.615 -0.613
H -0.499 3.844 0.237
H -0.011 3.394 -1.375
H -1.810 5.073 -2.273
H -0.837 5.878 -1.072
H -3.380 4.924 -0.633
H -1.512 2.101 0.154
C 3.027 -1.315 -2.639
C 3.326 -1.996 -4.032
O 4.689 -2.182 -4.035
O 3.008 -2.350 -1.685
H 2.002 -0.962 -2.755
H 3.726 -0.483 -2.548
H 3.236 -1.323 -4.884
H 2.828 -2.951 -4.201
H 5.048 -2.338 -4.912
H 3.790 -2.840 -1.949
C 2.912 2.080 5.022
C 1.891 1.930 3.824
O 1.792 0.516 3.486
O 2.317 1.488 6.195
H 3.031 3.147 5.210
H 3.866 1.567 4.906
H 2.289 2.438 2.946
H 0.880 2.259 4.065
H 2.491 0.034 3.935
H 1.561 0.963 5.923
C 0.846 -2.869 3.515
C 1.204 -4.118 2.621
O 0.908 -5.311 3.322
O -0.303 -3.010 4.405
H 0.809 -1.938 2.950
H 1.762 -2.751 4.094
H 2.289 -4.175 2.526
H 0.696 -4.011 1.663
H -0.019 -5.346 3.571
H -0.770 -2.174 4.475
Cl -2.935 -0.769 3.556
C -4.176 0.107 2.687
C -4.104 1.602 3.107
Cl -4.411 1.939 4.836
H -5.120 -0.435 2.755
H -3.879 -0.011 1.645
H -4.829 2.228 2.586
H -3.092 1.950 2.901
Cl -5.179 0.416 -4.816
C -3.511 0.532 -4.227
C -3.508 0.514 -2.684
Cl -3.685 -1.180 -2.066
H -3.090 1.501 -4.496
H -3.014 -0.416 -4.434
H -4.363 1.131 -2.409
H -2.620 0.947 -2.224
Cl 2.937 1.908 -0.088
C 3.687 2.418 -1.621
C 4.513 3.686 -1.483
Cl 3.474 5.149 -1.418
H 2.787 2.557 -2.219
H 4.314 1.651 -2.075
H 5.217 3.754 -2.312
H 5.161 3.505 -0.625
*
```

## Properties
LUMO level (alpha / beta) = 2.04 / 2.04 eV

Entry 3:
The following is a DFT calculation (the ωB97M-V functional and the def2-TZVPD basis) of an isolated molecule of C9H17NO3 in a non-equilibrium geometry.

```
! wB97M-V def2-TZVPD RIJCOSX def2/J DEFGRID3
* xyz 0 1
C 4.607 -1.625 -0.267
C 4.018 -0.117 -0.075
C 2.438 -0.264 0.118
N 1.686 1.039 -0.043
C 0.264 0.700 0.214
C -0.846 1.043 -0.902
C -2.084 0.346 -0.121
C -3.566 0.711 -0.580
C -4.533 -0.431 0.037
O -4.207 -1.764 -0.485
O -1.846 0.840 1.249
C -0.508 1.347 1.455
O -0.096 2.115 2.335
H 3.745 -2.382 -0.392
H 5.242 -1.960 0.627
H 5.282 -1.705 -1.195
H 4.278 0.534 -0.972
H 4.452 0.250 0.913
H 2.034 -1.079 -0.588
H 2.224 -0.611 1.201
H 2.015 1.725 0.662
H 0.192 -0.418 0.430
H -0.617 0.708 -1.963
H -0.921 2.195 -0.888
H -1.810 -0.770 -0.223
H -3.920 1.691 -0.086
H -3.693 0.852 -1.701
H -4.338 -0.428 1.173
H -5.631 -0.224 -0.184
H -3.860 -2.319 0.251
*
```

## Properties
LUMO level = 0.70 eV
SMILES = CCCN[C@@H]1C[C@H](CCO)OC1=O
Energy relative to the best compared isomer or geometry (same formula, charge and spin) = 391.7 kJ/mol

Entry 4:
The following is a DFT calculation (the ωB97M-V functional and the def2-TZVPD basis) of a cluster of 2 separate species, C2H2BrIO in total in a non-equilibrium geometry.

```
! wB97M-V def2-TZVPD RIJCOSX def2/J DEFGRID3
* xyz 0 1
C -1.185 0.271 0.628
C 1.081 -0.292 -0.331
O -1.276 1.088 1.452
Br 1.963 1.300 -0.654
I -2.716 -0.702 -0.445
H 0.729 -0.829 -1.190
H 1.404 -0.836 0.540
*
```

## Properties
LUMO level (alpha / beta) = -0.69 / -1.23 eV
Energy relative to the best compared isomer or geometry (same formula, charge and spin) = 246.0 kJ/mol

Entry 5:
The following is a DFT calculation (the ωB97M-V functional and the def2-TZVPD basis) of an isolated molecule of C4H8O in a non-equilibrium geometry.

```
! wB97M-V def2-TZVPD RIJCOSX def2/J DEFGRID3
* xyz 0 1
C 1.826 -0.317 -0.025
C 0.431 -0.030 -0.648
C -1.098 -0.573 -0.224
C -1.509 0.646 0.592
O -0.180 1.114 0.258
H 2.171 0.668 0.335
H 1.783 -0.996 0.828
H 2.633 -0.682 -0.690
H 0.659 0.457 -1.624
H -1.685 -0.677 -1.122
H -0.980 -1.446 0.399
H -1.705 0.536 1.693
H -2.346 1.300 0.230
*
```

## Properties
LUMO level = 1.16 eV
SMILES = C[C@H]1CCO1
Energy relative to the best compared isomer or geometry (same formula, charge and spin) = 272.2 kJ/mol

Entry 6:
The following is a DFT calculation (the ωB97M-V functional and the def2-TZVPD basis) of a structure of composition I3Li.

```
! wB97M-V def2-TZVPD RIJCOSX def2/J DEFGRID3
* xyz -2 1
Li -1.190 -3.018 -5.186
I -0.272 -0.437 -7.606
I -1.115 -5.524 -5.880
I -1.150 -1.176 -3.261
*
```

## Properties
LUMO level = 5.00 eV

Entry 7:
The following is a DFT calculation (the ωB97M-V functional and the def2-TZVPD basis) of a structure of composition C39H68Cl3GeN2O3S5SbSi3Ti in a non-equilibrium geometry.

```
! wB97M-V def2-TZVPD RIJCOSX def2/J DEFGRID3
* xyz 0 3
Ti 1.648 0.745 0.396
S 3.678 1.336 7.304
C 3.411 1.353 5.680
S 4.156 0.264 4.567
C 3.435 0.862 3.090
C 2.575 1.893 3.249
S 1.730 2.713 1.951
S 2.334 2.442 4.891
S 3.846 0.092 1.577
Cl 2.973 7.490 -1.619
C 2.961 5.775 -1.321
C 1.786 5.061 -1.502
C 1.840 3.706 -1.272
Cl 0.373 2.749 -1.346
C 2.987 2.999 -0.888
O 2.908 1.688 -0.760
C 4.113 3.780 -0.645
Cl 5.521 3.072 0.068
C 4.109 5.150 -0.875
H 0.867 5.548 -1.790
H 5.002 5.724 -0.676
C -1.847 2.919 6.863
C -2.445 3.789 5.764
C -2.525 3.068 4.415
C -1.157 2.901 3.756
Ge -1.186 2.096 1.958
C -2.834 0.972 1.902
C -2.895 -0.261 2.797
C -4.196 -1.058 2.663
C -5.410 -0.318 3.215
H -1.812 3.446 7.817
H -0.826 2.615 6.626
H -2.443 2.015 7.008
H -1.845 4.696 5.648
H -3.447 4.110 6.062
H -3.186 3.628 3.746
H -2.998 2.092 4.573
H -0.476 2.357 4.414
H -0.701 3.883 3.601
H -1.643 3.297 1.090
H -3.023 0.688 0.863
H -3.603 1.696 2.189
H -2.784 0.034 3.847
H -2.048 -0.917 2.573
H -4.091 -2.012 3.189
H -4.363 -1.294 1.609
H -5.334 -0.200 4.298
H -6.336 -0.855 3.005
H -5.501 0.679 2.781
C 0.433 -0.672 4.158
C 1.053 -1.117 2.880
C 1.715 -2.446 2.811
O 1.001 -0.403 1.873
H 1.243 -0.322 4.809
H -0.050 -1.512 4.660
H -0.267 0.144 4.002
H 2.252 -2.647 3.738
H 2.390 -2.483 1.960
H 0.931 -3.205 2.711
C 4.496 -4.380 -2.408
Si 3.997 -3.401 -0.896
C 3.019 -4.577 0.204
C 5.537 -2.820 -0.036
Sb 2.461 -1.437 -1.458
Si 4.029 -0.151 -3.036
C 3.113 1.314 -3.752
C 4.615 -1.117 -4.527
C 5.574 0.261 -2.074
Si 1.004 -2.516 -3.268
C -0.236 -3.688 -2.470
C 0.203 -1.067 -4.154
C 1.861 -3.552 -4.563
H 5.446 -4.874 -2.192
H 4.627 -3.778 -3.305
H 3.759 -5.151 -2.634
H 3.161 -5.603 -0.141
H 1.947 -4.371 0.184
H 3.349 -4.529 1.243
H 5.957 -3.640 0.551
H 5.358 -1.978 0.633
H 6.284 -2.509 -0.769
H 2.862 1.113 -4.796
H 3.739 2.209 -3.716
H 2.192 1.542 -3.220
H 3.820 -1.345 -5.237
H 5.129 -2.043 -4.273
H 5.339 -0.473 -5.036
H 5.445 0.188 -0.995
H 5.897 1.281 -2.285
H 6.373 -0.420 -2.378
H -0.239 -3.643 -1.382
H 0.016 -4.712 -2.756
H -1.253 -3.484 -2.812
H 0.353 -0.121 -3.633
H -0.874 -1.189 -4.288
H 0.654 -0.963 -5.144
H 2.283 -4.470 -4.157
H 2.651 -3.029 -5.099
H 1.087 -3.827 -5.287
C -6.622 -0.321 -1.094
C -5.469 0.636 -1.347
N -4.906 0.518 -2.689
C -5.728 0.977 -3.809
C -6.174 -0.158 -4.714
C -3.618 0.198 -2.965
O -3.124 0.336 -4.072
C -2.781 -0.386 -1.861
C -3.134 -1.549 -1.200
C -2.238 -2.097 -0.299
C -1.039 -1.446 -0.084
N -0.694 -0.307 -0.689
C -1.548 0.189 -1.583
H -7.022 -0.168 -0.092
H -6.301 -1.361 -1.178
H -7.433 -0.165 -1.806
H -4.679 0.478 -0.616
H -5.811 1.668 -1.219
H -5.148 1.703 -4.382
H -6.589 1.492 -3.382
H -5.310 -0.644 -5.164
H -6.805 0.224 -5.517
H -6.743 -0.904 -4.157
H -4.087 -2.024 -1.396
H -2.460 -3.012 0.232
H -0.307 -1.868 0.592
H -1.265 1.097 -2.098
*
```

## Properties
LUMO level (alpha / beta) = -0.55 / -0.86 eV
Energy relative to the best compared isomer or geometry (same formula, charge and spin) = 95.1 kJ/mol

Entry 8:
The following is a DFT calculation (the ωB97M-V functional and the def2-TZVPD basis) of a structure of composition C19H41AlCaClCsF2N3NaO12P2 in a non-equilibrium geometry.

```
! wB97M-V def2-TZVPD RIJCOSX def2/J DEFGRID3
* xyz 2 1
C 5.604 2.419 1.658
O 4.901 2.020 0.558
C 5.741 1.394 -0.390
C 5.143 1.448 -1.763
C 3.708 0.866 -1.797
C 3.748 -0.690 -1.712
C 2.563 -1.376 -0.984
C 2.729 -1.699 0.514
C 2.595 -3.200 0.865
C 1.855 -3.327 2.180
C 0.301 -3.428 2.100
C -0.256 -3.031 0.737
C -1.783 -3.011 0.637
C -2.378 -1.812 1.398
C -2.317 -0.529 0.582
N -1.960 0.715 1.244
C -2.076 1.729 0.231
O -1.660 2.851 0.375
C -2.761 1.099 -1.018
C -3.485 -0.114 -0.346
P -3.910 -1.426 -1.636
O -4.973 -2.601 -1.071
O -4.513 -0.688 -2.950
P -4.944 0.667 0.515
N -6.247 -0.026 -0.058
O -5.082 2.219 0.179
O -4.850 0.437 2.130
H 6.336 3.180 1.407
H 6.137 1.541 2.046
H 4.828 2.826 2.371
H 6.702 1.911 -0.383
H 5.892 0.349 -0.071
H 5.739 0.789 -2.396
H 5.185 2.450 -2.175
H 3.319 1.137 -2.779
H 3.047 1.256 -0.992
H 4.693 -0.987 -1.259
H 3.715 -1.052 -2.736
H 2.392 -2.318 -1.507
H 1.685 -0.752 -1.116
H 3.676 -1.328 0.931
H 1.953 -1.180 1.066
H 3.618 -3.565 1.010
H 2.187 -3.805 0.067
H 2.114 -2.453 2.823
H 2.188 -4.210 2.737
H 0.030 -4.461 2.289
H -0.099 -2.816 2.903
H 0.079 -3.783 0.027
H 0.132 -2.085 0.370
H -2.004 -2.939 -0.425
H -2.234 -3.945 0.964
H -3.372 -2.025 1.796
H -1.738 -1.662 2.264
H -1.481 -0.677 -0.104
H -2.483 0.977 2.072
H -1.902 0.747 -1.592
H -3.397 1.732 -1.616
H -4.787 -2.827 -0.156
H -5.073 -1.298 -3.452
H -6.763 -0.486 0.703
H -5.316 2.244 -0.763
H -5.633 0.836 2.539
Cs -7.308 -1.942 1.069
C 8.373 -0.971 0.214
O 8.606 0.231 0.231
O 7.588 -1.548 -0.577
O 8.865 -1.812 1.004
Na 6.249 0.340 2.995
Ca 3.795 -1.805 3.870
C -8.161 2.764 -1.197
N -9.309 3.646 -1.549
O -10.421 3.244 -1.277
O -9.041 4.699 -2.079
H -8.548 1.865 -0.734
H -7.634 2.531 -2.119
H -7.526 3.315 -0.510
O -2.227 3.088 -4.259
H -2.605 2.292 -3.876
H -1.813 3.542 -3.517
Cl 3.899 4.377 3.142
F 2.672 0.772 0.645
F 5.598 4.486 -0.081
Al 3.889 4.663 -0.433
*
```

## Properties
LUMO level = -9.04 eV

Entry 9:
The following is a DFT calculation (the ωB97M-V functional and the def2-TZVPD basis) of a cluster of 2 separate species, C19H31NO7 in total in a non-equilibrium geometry.

```
! wB97M-V def2-TZVPD RIJCOSX def2/J DEFGRID3
* xyz 0 1
C -1.751 1.472 -2.099
C -0.946 1.736 -3.362
O -0.335 0.530 -3.803
C 1.029 0.613 -4.113
C 1.936 0.654 -2.902
O 1.569 -0.358 -1.999
C 2.455 -0.478 -0.920
C 2.266 -1.868 -0.292
C 3.511 -2.316 0.456
C 4.460 -1.401 0.926
C 5.543 -1.890 1.660
C 5.649 -3.256 1.882
C 4.649 -4.087 1.368
N 3.608 -3.631 0.679
C 1.063 -2.012 0.645
C -0.101 -2.150 -0.318
O -0.725 -0.954 -0.710
C -1.670 -0.477 0.227
C -1.351 0.936 0.773
C -2.314 2.025 0.286
O 0.007 1.293 0.477
C 0.593 -2.802 -1.526
O 0.085 -3.343 -2.447
O 1.941 -2.789 -1.344
H -1.112 1.552 -1.219
H -2.125 0.450 -2.127
H -2.584 2.167 -2.007
H -0.173 2.485 -3.164
H -1.582 2.115 -4.167
H 1.244 1.506 -4.714
H 1.269 -0.262 -4.718
H 1.913 1.638 -2.413
H 2.963 0.494 -3.257
H 3.485 -0.390 -1.282
H 2.271 0.299 -0.170
H 4.354 -0.342 0.746
H 6.290 -1.206 2.041
H 6.471 -3.678 2.444
H 4.698 -5.157 1.524
H 0.971 -1.279 1.444
H 1.200 -2.977 1.139
H -0.847 -2.877 0.009
H -2.647 -0.455 -0.261
H -1.746 -1.161 1.075
H -1.450 0.881 1.858
H -1.749 2.756 -0.294
H -2.727 2.553 1.144
H -3.116 1.624 -0.329
H 0.443 1.519 1.301
C -5.473 3.302 3.851
C -5.304 2.030 3.043
O -4.077 1.361 3.329
H -4.642 3.983 3.665
H -6.404 3.808 3.591
H -5.494 3.081 4.920
H -5.269 2.253 1.977
H -6.147 1.353 3.216
H -4.074 1.127 4.262
*
```

## Properties
LUMO level = 0.34 eV
SMILES = CCOCCOC[C@@]1(c2ccccn2)C[C@@H](OC[C@H](C)O)C(=O)O1.CCO
Energy relative to the best compared isomer or geometry (same formula, charge and spin) = 167.6 kJ/mol